# 1
72
Properties=species:S:1:pos:R:3:forces:R:3 method="wB97M-V/def2-TZVPD" spin_multiplicity=1
Ba -1.394 -0.348 0.253 1.0026 0.2776 0.0805
C -4.326 5.074 -1.381 0.0007 -0.0183 0.0446
C -3.581 4.687 -0.160 -0.0238 -0.0337 0.0191
N -3.884 5.017 1.054 0.0186 -0.0184 -0.0663
N -2.936 4.388 1.813 0.0053 0.0113 -0.0980
C -2.047 3.674 1.102 -0.1529 0.0320 0.1434
S -0.804 2.733 1.689 0.2537 -0.1056 0.0591
N -2.452 3.894 -0.181 0.0613 -0.0326 -0.1689
N -1.867 3.274 -1.284 -0.1563 0.0034 0.0255
H -5.179 5.681 -1.090 -0.0035 0.0004 -0.0063
H -4.678 4.184 -1.904 -0.0029 -0.0004 -0.0063
H -3.700 5.648 -2.065 0.0064 0.0093 0.0014
H -2.956 4.449 2.816 0.0080 -0.0143 -0.0121
H -1.810 3.940 -2.044 0.0356 -0.0076 0.0504
H -2.467 2.480 -1.524 0.0368 0.0879 0.0244
C 2.161 0.659 4.697 -0.0118 -0.0047 -0.1011
Se 1.865 0.318 2.804 -0.0222 -0.0339 0.0136
C 1.634 -1.618 2.940 0.0147 0.0579 0.0032
C 0.556 -2.071 3.909 -0.0444 0.0073 -0.0230
Se -1.281 -1.598 3.446 -0.0274 -0.0245 -0.0262
C -1.484 0.068 4.427 -0.0004 0.0238 -0.0429
H 2.951 0.011 5.071 0.0069 0.0111 0.0211
H 1.248 0.517 5.270 0.0175 0.0051 0.0167
H 2.475 1.697 4.778 0.0098 -0.0015 0.0187
H 2.595 -2.044 3.233 -0.0065 -0.0118 -0.0081
H 1.413 -1.956 1.926 -0.0088 -0.0115 0.0061
H 0.739 -1.697 4.915 -0.0065 -0.0518 0.0247
H 0.552 -3.161 3.958 0.0304 0.0011 0.0127
H -1.411 -0.115 5.497 0.0024 -0.0100 -0.0015
H -2.479 0.430 4.177 -0.0077 -0.0144 0.0108
H -0.752 0.797 4.092 -0.0180 0.0021 0.0075
C -5.575 1.152 0.548 0.0337 0.0196 0.0352
C -4.100 0.824 0.465 -0.1853 0.1596 -0.0474
O -3.565 0.240 1.438 -0.4586 0.0559 0.2169
O -3.467 1.142 -0.590 -0.1565 -0.0842 -0.0522
H -6.134 0.222 0.654 -0.0204 0.0077 0.0092
H -5.912 1.687 -0.336 -0.0088 0.0017 -0.0063
H -5.760 1.748 1.442 -0.0168 -0.0074 -0.0012
S 5.558 1.484 -2.100 -0.0059 -0.0195 -0.0623
C 3.992 0.954 -1.479 0.0493 0.0164 0.0153
C 3.090 1.955 -1.128 0.0326 -0.0094 0.0071
C 1.852 1.592 -0.637 -0.0234 0.0767 0.0447
N 1.465 0.323 -0.486 -0.2214 -0.0506 -0.1156
C 2.326 -0.629 -0.846 0.0946 0.0338 -0.0032
C 3.595 -0.368 -1.338 -0.0121 0.0062 0.0081
C 6.518 -0.012 -2.042 -0.0809 0.1045 0.1184
C 7.000 -0.486 -0.829 0.0016 -0.0535 -0.0295
C 7.767 -1.641 -0.836 -0.0035 0.0166 -0.0058
N 8.080 -2.309 -1.945 0.0096 -0.0025 -0.0011
C 7.622 -1.834 -3.097 0.0002 -0.0235 -0.0032
C 6.833 -0.695 -3.203 0.0346 -0.0577 -0.0208
H 3.356 3.000 -1.222 -0.0179 0.0056 0.0245
H 1.140 2.350 -0.325 0.0050 -0.0246 -0.0225
H 1.980 -1.652 -0.749 -0.0270 -0.0074 -0.0079
H 4.240 -1.191 -1.609 0.0382 -0.0107 0.0004
H 6.779 0.031 0.095 -0.0017 -0.0065 0.0006
H 8.155 -2.045 0.092 -0.0012 0.0016 0.0083
H 7.890 -2.395 -3.985 -0.0041 0.0054 -0.0178
H 6.473 -0.356 -4.164 -0.0036 0.0085 -0.0044
C -3.135 -5.765 -3.578 0.0178 0.0402 0.0117
C -2.910 -4.477 -2.842 -0.0211 -0.0141 -0.0025
C -3.820 -3.419 -2.942 -0.0211 -0.0764 -0.0645
C -3.514 -2.287 -2.232 0.0272 0.2013 0.0811
N -2.426 -2.180 -1.469 -0.0183 -0.3699 -0.2044
C -1.598 -3.258 -1.400 -0.3953 -0.0183 -0.2533
S -0.223 -3.159 -0.383 0.3147 -0.1059 0.2586
N -1.825 -4.397 -2.093 0.0732 0.0873 0.1004
H -3.426 -5.575 -4.611 -0.0082 -0.0270 -0.0069
H -3.938 -6.332 -3.103 -0.0124 0.0071 -0.0011
H -2.227 -6.361 -3.549 -0.0029 -0.0077 -0.0221
H -4.709 -3.486 -3.553 0.0013 -0.0015 -0.0050
H -4.151 -1.407 -2.265 -0.0231 -0.0127 -0.0022


# 2
111
Properties=species:S:1:pos:R:3:forces:R:3 method="wB97M-V/def2-TZVPD" smiles="O=C1CCCO1.O=C1CCCO1.O=C1CCCO1.O=C1CCCO1.O=C1CCCO1.O=C1CCCO1.C1CCOC1.C1CCOC1.C1CCOC1" spin_multiplicity=1
C -4.893 -1.153 -1.013 -0.0443 -0.2837 0.7182
C -4.035 -1.425 -2.227 1.0906 0.5155 -0.5162
C -4.631 -2.669 -2.847 -1.5273 0.3239 0.2705
O -6.033 -2.609 -2.467 -0.0426 -0.4639 0.2298
C -6.286 -1.637 -1.457 0.9334 0.4993 -0.2971
H -4.824 -0.127 -0.646 -0.3065 0.1213 -0.3269
H -4.520 -1.743 -0.170 -0.1417 -0.2515 -0.0955
H -2.978 -1.528 -1.968 -0.0668 -0.2373 0.1231
H -4.037 -0.591 -2.936 -0.3696 0.0089 0.0088
H -4.194 -3.594 -2.467 0.0590 -0.0336 -0.0313
H -4.708 -2.674 -3.932 0.7116 -0.0612 -0.0856
H -6.871 -2.064 -0.645 -0.0472 -0.0870 -0.0315
H -6.826 -0.804 -1.914 -0.2177 -0.0207 0.0926
C 0.534 -0.045 0.864 -0.3421 -0.4978 -0.1217
C 0.043 -1.142 1.777 0.1585 -1.1948 0.3084
C 0.373 -2.436 0.995 -0.6642 0.3645 -0.6554
O 0.785 -2.001 -0.312 -0.2967 0.2116 -0.2369
C 0.241 -0.683 -0.490 0.6960 -0.1974 -0.0265
H 1.618 -0.027 0.988 -0.0279 0.8233 -0.1374
H -0.030 0.858 1.087 0.5737 0.3670 -0.1520
H -1.037 -1.049 1.902 0.0739 -0.0706 0.3105
H 0.561 -1.202 2.733 -0.3191 0.4626 0.1654
H -0.541 -3.027 0.864 0.1462 -0.2516 0.1948
H 1.161 -3.052 1.424 0.0144 0.0520 -0.0051
H -0.832 -0.709 -0.727 -0.1269 -0.1169 0.2117
H 0.733 -0.232 -1.351 0.1648 0.0736 0.1415
C -1.145 3.973 0.410 1.4483 -0.2052 -0.7694
C -1.709 2.857 -0.478 0.2902 0.4189 -1.3075
C -3.125 3.294 -0.784 -1.1442 -0.2906 1.2243
O -3.123 4.713 -0.708 0.3419 -0.3333 -0.4267
C -2.158 5.086 0.271 -1.3163 0.5164 1.3301
H -0.182 4.300 0.008 -0.0745 -0.0904 -0.1023
H -0.882 3.633 1.412 -0.6281 0.2180 0.2324
H -1.596 1.834 -0.131 -0.1012 0.0496 0.1926
H -1.215 2.944 -1.452 0.3259 -0.3675 0.1643
H -3.845 2.922 -0.033 0.1722 -0.0461 0.1615
H -3.537 2.929 -1.725 0.3253 0.4035 -0.2797
H -2.623 5.189 1.269 -0.4019 0.0032 -0.2544
H -1.873 6.108 0.020 0.6805 -0.2834 -0.1831
O 2.331 -4.507 5.398 0.2652 0.5220 -0.3915
C 1.749 -3.796 6.158 -0.4451 -0.6496 -0.1674
O 1.421 -4.299 7.386 0.1687 0.6004 0.4902
C 0.629 -3.375 8.120 -0.8498 0.9484 -0.2951
C 0.146 -2.345 7.083 -1.4297 0.2123 0.1824
C 1.159 -2.387 5.981 1.1316 -0.7478 0.1858
H 1.120 -2.813 8.918 0.6869 -0.6158 0.0028
H -0.221 -3.903 8.549 0.1350 -0.1528 0.0804
H -0.028 -1.352 7.497 0.3636 -0.0202 0.1379
H -0.846 -2.651 6.730 0.1520 -0.1281 -0.2292
H 1.978 -1.686 6.157 -0.0429 0.0885 -0.0510
H 0.812 -2.235 4.965 -0.1097 -0.0582 0.0269
O 0.310 0.492 5.157 0.1094 0.5198 -0.0475
C -0.831 0.847 5.071 0.2480 -1.2124 0.1120
O -1.447 0.944 3.871 0.1203 0.5214 -0.6407
C -2.848 1.222 4.028 0.1077 -0.4549 0.7789
C -3.124 0.673 5.404 -0.7948 -0.3311 1.6734
C -1.840 0.975 6.188 -0.3785 0.2897 -0.8280
H -3.417 0.690 3.270 0.1718 0.2636 -0.2832
H -3.021 2.300 4.030 -0.0079 -0.0297 -0.3891
H -3.261 -0.410 5.471 0.0988 -0.0431 -0.7209
H -4.035 1.046 5.880 0.1629 0.3751 -0.1699
H -1.627 0.221 6.936 0.1124 0.2437 0.2657
H -1.813 1.992 6.583 0.0139 -0.0982 0.2048
O 5.110 5.468 0.491 0.2538 0.0719 0.5640
C 4.329 4.723 -0.002 -0.1604 0.3155 -1.6628
O 4.689 3.497 -0.494 0.3491 -0.1165 0.5462
C 3.555 2.767 -0.889 -1.3685 -2.0953 -0.0671
C 2.319 3.562 -0.512 0.0808 1.1364 -0.9176
C 2.904 4.991 -0.462 -0.5904 -0.9626 0.9386
H 3.465 1.773 -0.429 0.6923 0.2943 0.6957
H 3.543 2.412 -1.926 0.4708 1.0711 -0.3527
H 1.874 3.271 0.436 0.1151 -0.0994 0.0308
H 1.583 3.501 -1.313 -0.2233 -0.2478 0.2395
H 2.357 5.632 0.224 0.1743 0.2567 -0.1182
H 2.920 5.400 -1.470 0.2019 0.2601 0.0680
O 0.932 1.688 -3.229 0.1328 0.2973 0.3404
C 0.777 2.434 -4.156 0.0032 -0.9721 -0.4021
O -0.049 3.478 -4.123 -0.3444 0.8789 0.8482
C -0.052 4.199 -5.353 -0.0220 -0.6089 -0.9585
C 0.435 3.168 -6.392 0.2246 1.2173 -0.5590
C 1.290 2.242 -5.560 0.0328 -0.3492 -0.4920
H 0.639 5.043 -5.338 -0.0505 0.0151 0.4303
H -1.055 4.555 -5.570 -0.0409 0.0227 0.2832
H 1.036 3.728 -7.113 -0.0531 -0.2706 -0.1772
H -0.368 2.695 -6.954 -0.0954 -0.1488 0.3106
H 2.343 2.491 -5.688 0.0486 -0.0998 0.3956
H 1.155 1.192 -5.820 0.1703 -0.0073 0.0549
O 1.181 -4.971 -2.750 -0.0588 -0.4929 0.3391
C 0.657 -3.953 -3.066 -0.5076 0.4392 -0.0755
O 1.385 -2.932 -3.575 0.3064 -0.1153 0.0890
C 0.586 -1.858 -4.026 -0.4175 1.5148 0.8448
C -0.869 -2.350 -4.005 0.4856 -0.7737 -1.0474
C -0.815 -3.528 -3.023 -0.0991 0.0754 -0.4207
H 1.028 -1.525 -4.966 -0.5056 -0.2384 -0.2787
H 0.648 -0.983 -3.369 0.4861 -0.2745 0.2404
H -1.017 -2.692 -5.034 -0.5496 -0.3919 0.2019
H -1.669 -1.651 -3.786 0.3765 0.4140 0.1030
H -1.517 -4.310 -3.306 0.3343 -0.2919 -0.0299
H -1.087 -3.251 -2.003 0.2857 0.1876 0.0676
O 6.918 -4.001 -2.767 -0.1940 0.2227 0.3636
C 6.094 -3.686 -1.951 -0.3002 1.0362 -1.0808
O 5.847 -4.386 -0.856 0.6041 -1.4058 0.7336
C 4.637 -3.966 -0.210 0.5319 1.0082 -0.9190
C 4.660 -2.461 -0.548 -1.3410 0.8473 1.4897
C 5.112 -2.467 -1.982 0.7202 -1.4835 -0.0689
H 4.694 -4.233 0.840 -0.0638 0.0266 -0.0195
H 3.847 -4.494 -0.751 -0.3555 0.1751 0.4537
H 5.276 -1.877 0.145 0.7652 -0.5222 -0.2524
H 3.709 -1.965 -0.317 -0.3419 -0.4117 -0.6871
H 5.622 -1.617 -2.420 -0.1595 0.2040 0.1481
H 4.283 -2.810 -2.608 0.0067 0.3002 -0.1995


| no. | highest occupied orbital energy (eV) |
| --- | --- |
| 1 | -7.24 |
| 2 | -9.47 |